Entry 1:
90
Properties=species:S:1:pos:R:3:mulliken_spin:R:1 method="wB97M-V/def2-TZVPD" orbital_gap_ev="6.26 / 3.23" total_energy_ha=-2429.04887 spin_multiplicity=3 total_charge=+2 homo_ev="-13.13 / -12.65"
W -0.47421 1.52902 -2.07534 0.1367
C -1.68447 1.71879 -3.69419 0.3152
C -1.31977 0.33055 -3.60289 -0.0196
C -0.30579 -0.30903 -4.52920 0.0180
C 1.03712 0.45206 -4.52254 -0.0181
C 1.25373 1.16264 -3.21033 0.0622
C 1.01112 2.58086 -2.99603 0.1979
C 0.27379 3.39658 -4.02861 0.0212
C -1.00660 2.71495 -4.62020 0.0157
C 0.54122 1.86076 -0.15783 0.3183
H -2.69266 1.96131 -3.33932 0.0122
H -2.07679 -0.35118 -3.20489 -0.0060
H -0.65640 -0.40152 -5.57217 0.0064
H -0.15460 -1.34231 -4.18372 0.0009
H 1.84287 -0.28218 -4.69510 0.0052
H 1.10390 1.16637 -5.35229 0.0043
H 2.11795 0.78194 -2.68695 -0.0014
H 1.80337 3.09977 -2.44246 -0.0044
H 0.94270 3.62605 -4.87101 0.0078
H -0.00528 4.36678 -3.58971 -0.0011
H -1.72221 3.52948 -4.81844 0.0025
H -0.74033 2.26403 -5.59125 0.0156
H -0.34787 2.23638 0.39285 0.0183
H 1.20880 2.72049 -0.33692 0.0085
H 1.00847 1.12874 0.53849 -0.0395
P 2.16071 -0.71225 -0.16248 0.0484
P -1.20732 -1.06219 0.16156 0.0065
N 3.67212 0.00831 -1.09433 0.0048
N 3.01189 -1.71294 0.87420 0.0066
N -1.73143 0.31338 -0.73163 0.1118
N -2.56152 -2.09149 0.63585 -0.0029
C 1.20937 -1.74138 -1.33510 0.0130
C -0.24243 -2.15899 -0.92968 0.0083
C 3.86211 1.40271 -1.10753 0.0547
C 5.03347 1.70037 -1.80076 -0.0115
C 5.60095 0.46424 -2.24523 0.0236
C 4.74236 -0.54980 -1.79785 0.0360
C 3.79445 -1.21056 1.93815 -0.0025
C 4.53397 -2.25097 2.45892 0.0019
C 4.20116 -3.44248 1.71243 0.0053
C 3.26514 -3.08449 0.75785 -0.0017
C -1.27582 3.26086 -1.33693 0.3080
C -2.60195 3.25633 -0.97707 0.0505
C -3.42615 2.08806 -0.81194 0.0954
C -3.00893 0.77942 -0.59920 0.0890
C -3.80177 -2.22948 0.01131 -0.0037
C -4.61516 -3.04036 0.79806 -0.0004
C -3.83053 -3.49560 1.90318 0.0000
C -2.57995 -2.91034 1.78227 0.0004
H 1.81937 -2.64093 -1.50089 0.0003
H 1.15867 -1.21711 -2.30606 0.0032
H -0.86529 -2.32545 -1.82781 0.0037
H -0.19321 -3.13690 -0.42276 -0.0017
H 3.16588 2.06134 -0.62380 -0.0057
H 5.42558 2.69015 -1.95724 -0.0006
H 6.52090 0.34250 -2.80034 0.0003
H 4.82755 -1.62092 -1.91137 -0.0003
H 3.72515 -0.16117 2.19956 0.0002
H 5.24012 -2.18893 3.27593 0.0000
H 4.60823 -4.43017 1.87181 0.0001
H 2.73921 -3.65572 0.00110 0.0002
H -0.65702 4.10855 -1.02133 0.0137
H -3.07805 4.22394 -0.77614 0.0104
H -4.49991 2.25349 -0.69080 0.0117
H -3.74913 0.04323 -0.24327 0.0533
H -3.98915 -1.74257 -0.92983 0.0018
H -5.65202 -3.26803 0.60145 0.0000
H -4.14837 -4.16673 2.69769 0.0000
H -1.67285 -3.07114 2.35730 0.0002
C 0.59991 -0.10288 4.81356 0.0003
C -0.59330 -0.74757 4.12239 0.0004
C -1.06551 -1.90980 4.97249 0.0000
O -0.08826 -1.28868 2.87578 -0.0039
B -0.71826 -0.53505 1.92442 0.0003
O -1.44058 0.56845 2.32306 -0.0062
C -1.70225 0.31721 3.71381 -0.0019
C -3.12872 -0.19542 3.89231 0.0021
C -1.61399 1.66135 4.40582 -0.0004
H 1.43964 -0.80747 4.80567 0.0001
H 0.32771 0.13633 5.84839 -0.0001
H 0.92266 0.80782 4.29499 -0.0001
H -0.22640 -2.60230 5.11920 0.0000
H -1.39555 -1.53419 5.94874 0.0000
H -1.88553 -2.46313 4.50140 0.0000
H -3.30861 -0.45233 4.94967 0.0000
H -3.83756 0.59409 3.60803 -0.0001
H -3.35408 -1.06980 3.26492 0.0005
H -0.65288 2.14645 4.20888 0.0000
H -2.39638 2.31901 4.01105 0.0000
H -1.77049 1.53873 5.48827 0.0000



Entry 2:
91
Properties=species:S:1:pos:R:3:lowdin_charge:R:1 method="wB97M-V/def2-TZVPD" orbital_gap_ev=4.98 total_energy_ha=-2503.14784 spin_multiplicity=1 relative_energy_ev=1.327 total_charge=-2 homo_ev=-1.05
Ba 0.94619 -0.96902 -0.74432 1.6927
O 6.06701 -3.99779 1.88796 0.0482
C 4.96863 -3.31603 1.42701 -0.2813
C 5.06315 -1.98616 1.04155 0.0595
C 3.92864 -1.36083 0.54327 -0.1836
N 2.77005 -1.98363 0.45049 -0.0803
C 2.66894 -3.24626 0.82451 -0.1779
C 3.74675 -3.96740 1.31568 0.0728
C 1.28414 -3.86927 0.63552 -0.6314
O 1.13131 -5.04567 0.96386 0.0240
O 0.42499 -3.09677 0.14772 -0.3361
C 3.98742 0.06674 -0.02194 -0.6871
O 5.03089 0.69520 0.17506 0.0014
O 2.97103 0.42092 -0.65012 -0.2682
H 6.81625 -3.39136 1.85415 0.0982
H 5.99640 -1.44044 1.09322 0.1205
H 3.62893 -5.00058 1.59567 0.1230
C -1.92091 -1.41442 2.78440 -0.1426
C -1.04476 -0.41861 3.54167 -0.5360
C -1.92316 0.50538 4.37868 -0.1290
P 0.05999 0.40144 2.22364 1.0646
C 1.65401 0.76924 3.18489 -0.5450
C 1.59778 1.02949 4.68821 -0.1267
C 2.38218 1.89076 2.45215 -0.1220
C -0.71556 2.02301 1.96108 -0.3213
C -0.78171 3.05106 2.88541 -0.1038
C -1.36895 4.27559 2.60705 -0.3167
C -1.41320 5.38176 3.62621 -0.0890
C -1.93255 4.46076 1.34054 -0.0788
C -1.88825 3.47257 0.39924 -0.0302
C -1.25479 2.21681 0.64905 -0.3526
N -1.17638 1.26374 -0.25486 -0.0282
C -1.77654 1.42036 -1.48383 -0.2823
C -1.10245 2.01976 -2.56437 -0.2168
C 0.27654 2.58030 -2.38533 -0.0313
C -1.73311 2.09768 -3.79316 -0.0280
C -3.01704 1.61363 -3.98985 -0.2968
C -3.69969 1.73977 -5.32327 -0.0759
C -3.67653 1.02639 -2.91813 -0.0296
C -3.07956 0.91949 -1.67769 -0.2016
C -3.78349 0.26221 -0.52562 -0.0377
H -2.59557 -1.94358 3.46293 0.0729
H -1.30599 -2.14696 2.26725 0.0515
H -2.51468 -0.89258 2.03737 0.0634
H -0.37559 -0.98476 4.20355 0.0908
H -2.50539 1.15772 3.73114 0.0707
H -1.33592 1.12474 5.05207 0.0544
H -2.61496 -0.08661 4.98315 0.0660
H 2.23284 -0.15511 3.04252 0.0871
H 1.08044 1.95872 4.91412 0.0522
H 2.61229 1.11239 5.08228 0.0683
H 1.10146 0.21549 5.21133 0.0535
H 1.85703 2.83288 2.60211 0.0667
H 2.41732 1.68630 1.38324 0.0542
H 3.40989 1.99240 2.80480 0.0784
H -0.36398 2.90639 3.87368 0.0823
H -0.70368 5.19242 4.43147 0.0618
H -2.41002 5.48078 4.06896 0.0630
H -1.16147 6.33685 3.16097 0.0620
H -2.40918 5.40820 1.10202 0.1002
H -2.33232 3.63140 -0.57677 0.1047
H 0.26696 3.40051 -1.66829 0.0784
H 0.66420 2.94725 -3.33407 0.0729
H 0.95406 1.82165 -1.99660 0.0436
H -1.21053 2.55837 -4.62285 0.1053
H -2.98882 2.02777 -6.09548 0.0638
H -4.48765 2.49647 -5.28209 0.0675
H -4.15688 0.79322 -5.61071 0.0686
H -4.68192 0.64521 -3.06340 0.1071
H -4.83370 0.08313 -0.75770 0.0685
H -3.71662 0.88675 0.36525 0.0707
H -3.30244 -0.69117 -0.29743 0.0667
C -2.54146 -4.60683 0.13596 -0.1775
O -2.32558 -3.22592 0.04835 -0.1514
H -2.90532 -5.00378 -0.82041 0.0676
H -3.31129 -4.79977 0.89306 0.0677
H -1.63462 -5.14872 0.40889 0.0689
H -1.35879 -3.08255 0.01569 0.0172
C 2.13202 -3.47607 -3.78166 -0.3137
Si 1.20925 -1.76496 -3.69585 0.3651
C 2.42251 -0.64790 -4.72860 -0.3079
C -0.12694 -2.06703 -5.08941 -0.3097
H 2.32416 -3.84335 -4.79073 -0.0042
H 1.54609 -4.23224 -3.26577 -0.0090
H 3.08896 -3.41329 -3.26802 -0.0103
H 2.74104 -1.08803 -5.67506 -0.0034
H 3.31358 -0.42291 -4.14898 -0.0095
H 1.93979 0.30026 -4.95347 -0.0109
H 0.31242 -2.39753 -6.03151 -0.0060
H -0.68123 -1.15359 -5.28888 -0.0163
H -0.84637 -2.82185 -4.78382 -0.0111



Entry 3:
90
Properties=species:S:1:pos:R:3:lowdin_charge:R:1 method="wB97M-V/def2-TZVPD" orbital_gap_ev=7.02 total_energy_ha=-7264.75719 spin_multiplicity=1 relative_energy_ev=0.702 total_charge=+2 homo_ev=-13.71
Tl 0.02310 0.03950 -0.16580 0.7356
C -0.04280 -0.34670 4.47170 -0.0047
C -0.00900 -0.61690 3.10440 -0.1111
N 0.32960 0.29070 2.21210 0.0471
C 0.66110 1.53240 2.60560 -0.1289
C 0.65410 1.89650 3.97300 -0.1147
C 0.29140 0.91300 4.90960 0.0412
C 0.98980 3.22770 4.35510 0.0111
C 1.29510 4.16250 3.42280 0.0142
C 1.30620 3.83780 2.03570 -0.1105
C 1.59440 4.78190 1.03510 0.0447
C 1.60530 4.39410 -0.28260 0.0070
C 1.33720 3.06060 -0.59190 -0.1003
N 1.05410 2.16720 0.32770 0.0056
C 1.01730 2.51750 1.62170 -0.1404
H -0.33210 -1.12030 5.16370 0.1207
H -0.27030 -1.59990 2.73100 0.0923
H 0.27360 1.16190 5.96100 0.1349
H 0.98020 3.47690 5.40460 0.1290
H 1.53640 5.17390 3.71030 0.1300
H 1.79460 5.80330 1.31560 0.1342
H 1.81830 5.09570 -1.07200 0.1244
H 1.34430 2.71420 -1.61350 0.1149
N -0.07010 0.04440 -2.69440 -0.0047
C -0.92770 1.09000 -3.29670 -0.2099
C -2.29240 1.16950 -2.61500 -0.0877
C -2.27060 1.95400 -1.29360 -0.6434
O -2.91700 2.96020 -1.14460 0.1054
O -1.54680 1.47760 -0.32950 -0.1945
H 0.87060 0.10750 -3.07960 0.1007
H -0.44950 -0.86920 -2.94510 0.0984
H -1.07610 0.87380 -4.36220 0.1314
H -0.42040 2.05250 -3.21120 0.1213
H -2.66530 0.16010 -2.42880 0.0831
H -2.99760 1.67530 -3.27410 0.1323
C 1.09110 -5.86330 -0.29880 -0.0240
C 1.70720 -4.50790 -0.22650 -0.2205
C 3.06590 -4.31720 0.02640 0.0243
C 3.59090 -3.03720 0.06800 -0.0595
C 2.72340 -1.97520 -0.11910 -0.7095
Br 3.34750 -0.18100 -0.10770 0.8606
N 1.42190 -2.13130 -0.32230 -0.0371
C 0.93150 -3.36380 -0.38740 -0.1094
H 1.83570 -6.61060 -0.56310 0.0931
H 0.28310 -5.88480 -1.02610 0.0852
H 0.67390 -6.13170 0.67250 0.0941
H 3.71290 -5.16720 0.18630 0.1354
H 4.64050 -2.86330 0.24180 0.1192
H -0.13210 -3.44500 -0.56570 0.0529
C -4.36280 -2.27780 -2.58910 -0.1020
C -4.63670 -3.55140 -1.78100 -0.6143
C -6.04070 -4.07160 -2.12390 -0.0684
C -3.60270 -4.58950 -2.23500 -0.0928
Si -4.57120 -3.23540 0.15690 1.0602
Br -1.98570 -1.64980 0.25480 0.3975
C -3.92710 -4.69930 1.30510 -0.6124
C -4.90840 -5.86700 1.11830 -0.0707
C -2.51470 -5.18480 0.95280 -0.1154
C -3.89080 -4.29070 2.78440 -0.0902
C -5.76800 -1.88180 0.91340 -0.6146
C -7.02180 -2.61040 1.42550 -0.0725
C -6.20880 -0.82930 -0.11480 -0.0844
C -5.11750 -1.11810 2.07450 -0.1003
H -4.39650 -2.51310 -3.64970 0.0987
H -3.37290 -1.89920 -2.35580 0.0218
H -5.09050 -1.49860 -2.40450 0.0667
H -6.09280 -4.27590 -3.19030 0.1017
H -6.81240 -3.34490 -1.88900 0.0741
H -6.26740 -4.99370 -1.59640 0.0807
H -3.65750 -4.69250 -3.31620 0.0971
H -3.79260 -5.56890 -1.80990 0.0729
H -2.59750 -4.26790 -1.97640 0.0662
H -4.87320 -6.25180 0.10440 0.0723
H -5.93020 -5.57520 1.33850 0.0810
H -4.64080 -6.68000 1.78770 0.1018
H -2.44870 -5.53450 -0.06770 0.0564
H -2.25450 -6.01520 1.60400 0.0968
H -1.79560 -4.38790 1.10720 0.0280
H -4.87440 -4.04540 3.16990 0.0731
H -3.22840 -3.44240 2.93100 0.0699
H -3.50950 -5.11750 3.38060 0.0968
H -7.52650 -3.14870 0.62800 0.0822
H -7.71690 -1.87650 1.82560 0.1020
H -6.78610 -3.31270 2.21870 0.0704
H -6.76020 -1.26210 -0.94410 0.0730
H -5.36020 -0.26690 -0.49490 0.0798
H -6.87390 -0.11960 0.37410 0.1003
H -4.82670 -1.77210 2.88740 0.0624
H -5.82940 -0.39510 2.46720 0.0992
H -4.24380 -0.57210 1.73190 0.0413



Entry 4:
104
Properties=species:S:1:pos:R:3:lowdin_charge:R:1 method="wB97M-V/def2-TZVPD" orbital_gap_ev=8.46 total_energy_ha=-3622.42278 spin_multiplicity=1 total_charge=+1 homo_ev=-10.52
Cd -11.19569 9.32983 17.02822 1.4729
P -13.06375 11.91436 17.14227 0.1860
F -12.66353 10.68652 16.16188 -0.2361
F -13.91261 10.86864 18.03290 -0.1410
F -11.67025 11.45074 17.86803 -0.2270
F -13.27949 13.10229 18.20851 -0.1214
F -12.09854 12.90875 16.27790 -0.1494
F -14.30384 12.34974 16.24507 -0.1067
C -8.61765 9.83838 12.41143 -0.0010
O -9.15912 9.46190 13.67632 0.0452
C -10.44134 9.39537 13.89012 -0.5813
O -10.88756 9.16482 15.00408 -0.0092
O -11.17678 9.66799 12.85199 0.0382
C -12.59021 9.52581 12.92089 0.0113
H -8.85541 10.87330 12.16613 0.1089
H -8.95051 9.22393 11.57655 0.1058
H -7.54248 9.74149 12.52713 0.0990
H -13.01911 10.10268 12.11046 0.0954
H -12.95123 9.96035 13.85592 0.0839
H -12.85997 8.47042 12.92366 0.1126
C -11.11264 6.40247 19.93031 -0.0024
O -11.80453 7.49408 20.52471 0.0488
C -11.64573 8.70019 20.05842 -0.5818
O -11.00625 9.00617 19.06013 -0.0202
O -12.26317 9.53741 20.85700 0.0673
C -11.98931 10.93180 20.75596 -0.0189
H -11.28270 6.43401 18.85190 0.0784
H -11.52968 5.48301 20.32691 0.1062
H -10.04532 6.47828 20.13532 0.1092
H -11.63567 11.27856 21.73650 0.1045
H -12.91356 11.49566 20.67026 0.0794
H -11.17473 11.26593 20.12209 0.0937
C -14.01159 4.73240 17.07652 0.0035
O -13.22742 5.93284 17.20787 0.0210
C -13.73081 7.13580 17.04846 -0.5851
O -12.99659 8.09675 16.99980 0.0222
O -15.05304 7.15990 17.06780 0.0154
C -15.64507 8.47007 17.10221 0.0078
H -13.56037 3.92571 16.49974 0.1003
H -14.96881 4.98683 16.63306 0.0979
H -14.12741 4.28078 18.06115 0.1021
H -15.21070 9.11779 16.34295 0.0923
H -15.48757 8.89608 18.09278 0.0990
H -16.70289 8.30110 16.91999 0.1071
C -8.13850 12.68649 17.01370 -0.0236
O -7.50706 11.50918 16.52631 0.0288
C -8.07546 10.34586 16.76943 -0.5844
O -9.22585 10.21322 17.13029 0.0186
O -7.35699 9.32691 16.36717 0.0404
C -5.96705 9.39936 16.10164 -0.0231
H -7.50779 13.54286 16.79453 0.0941
H -8.34904 12.77621 18.08039 0.1099
H -9.10456 12.86003 16.53505 0.0920
H -5.47987 10.34538 16.34852 0.1015
H -5.80048 9.35014 15.02514 0.0973
H -5.37913 8.64150 16.61103 0.1010
C -11.63153 15.87208 15.55436 -0.0367
O -10.56810 15.19339 16.21628 -0.0054
C -9.57050 15.89087 16.75023 -0.5970
O -8.88694 15.47593 17.64595 0.1277
O -9.46473 17.11331 16.23026 -0.0143
C -8.40889 17.96903 16.58626 -0.0453
H -11.22164 16.56927 14.82864 0.0924
H -12.30773 16.40120 16.22805 0.1053
H -12.28432 15.17091 15.03852 0.0877
H -8.04797 17.92180 17.61282 0.0977
H -8.74541 18.97526 16.34287 0.0980
H -7.51042 17.82519 15.97800 0.0975
F -18.26218 15.34963 16.21176 0.0685
C -18.26075 14.12141 16.75636 -0.2977
C -19.45525 13.40468 16.76444 -0.0212
C -19.52045 12.18835 17.44198 -0.0786
C -18.39006 11.70875 18.07308 -0.1021
C -17.19636 12.43260 18.04636 -0.1037
C -17.13689 13.66391 17.40808 -0.0142
H -20.33846 13.73011 16.23222 0.1180
H -20.43874 11.62083 17.37526 0.1069
H -18.33047 10.76013 18.59220 0.0988
H -16.36636 11.81694 18.37054 0.0899
H -16.19762 14.19183 17.30506 0.1207
C -16.41999 11.51825 13.38767 -0.1033
C -17.52625 12.15842 13.89716 -0.0805
C -18.40075 12.85223 13.05277 -0.0598
C -18.08647 12.79906 11.69402 -0.0970
C -17.03032 12.06855 11.15523 -0.0902
C -16.20507 11.35437 12.01952 -0.0904
H -15.69757 11.11398 14.08930 0.0815
H -17.69339 12.28174 14.96003 0.0784
H -19.23844 13.42871 13.41307 0.1009
H -18.72172 13.32301 10.98779 0.1007
H -16.87994 12.08042 10.08493 0.1005
H -15.29188 10.87866 11.69356 0.0777
C -15.19810 13.51521 21.28548 -0.0835
C -14.37832 14.04223 22.29433 -0.0960
C -14.89578 14.91581 23.23635 -0.0987
C -16.21778 15.36530 23.16699 -0.0838
C -17.05292 14.74386 22.24338 -0.0921
C -16.54859 13.85315 21.30691 -0.0903
H -14.79328 12.87527 20.51438 0.0714
H -13.32785 13.78277 22.33346 0.0913
H -14.32400 15.24522 24.09565 0.1000
H -16.65618 16.04397 23.88379 0.1010
H -18.09908 15.02041 22.28898 0.1021
H -17.19277 13.41830 20.55379 0.0806